[1]
# C18H64N12O14

A cluster of 14 separate species, C18H64N12O14 in total (wB97M-V/def2-TZVPD, the OMol25 dataset).

Each line ends with the Löwdin charge.
Positions of all 108 atoms, in Å:
1 C 0.8175 -0.6232 -4.0722  -0.056
2 C 1.5262 -0.9021 -2.7829  -0.290
3 O 2.8743 -1.3064 -3.0370  -0.102
4 H 1.3434 0.1556 -4.5939  0.067
5 H -0.2263 -0.3040 -4.0584  0.073
6 H 0.9021 -1.5111 -4.6539  0.071
7 H 1.0083 -1.6575 -2.1618  0.096
8 H 1.5212 -0.0253 -2.1030  0.087
9 H 2.8117 -1.9966 -3.6978  0.100
10 C 0.6079 -4.8653 1.6536  -0.070
11 C -0.7878 -4.4370 2.0620  -0.308
12 O -0.6832 -3.9574 3.3935  -0.082
13 H 1.4644 -4.2094 1.9811  0.091
14 H 0.6112 -4.8151 0.5458  0.055
15 H 0.9187 -5.8880 1.8596  0.077
16 H -1.4825 -5.2460 1.9009  0.109
17 H -1.2520 -3.6912 1.3862  0.083
18 H -1.4305 -4.2712 3.9264  0.115
19 C -0.0062 4.9554 -0.1363  -0.047
20 C -1.3337 4.1011 -0.1691  -0.236
21 O -0.9461 2.7080 -0.0984  -0.202
22 H -0.3078 5.9667 -0.0042  0.062
23 H 0.4218 4.8485 -1.1496  0.056
24 H 0.7445 4.6466 0.6428  0.091
25 H -1.9586 4.1748 -1.0926  0.115
26 H -1.9966 4.1700 0.7577  0.119
27 H -1.7041 2.1066 -0.1190  0.037
28 C 2.4860 2.4329 -3.5873  -0.077
29 C 1.0914 2.7090 -3.0468  -0.321
30 O 1.0940 2.4561 -1.6938  -0.120
31 H 2.3969 2.4573 -4.6871  0.081
32 H 2.9254 1.4471 -3.3867  0.048
33 H 3.2730 3.0942 -3.1799  0.092
34 H 0.4546 1.9550 -3.5589  0.086
35 H 0.7382 3.7360 -3.1440  0.122
36 H 0.3129 2.8690 -1.3012  0.029
37 C -1.7978 -2.3362 -2.2088  -0.576
38 O -2.1927 -0.9979 -2.3179  -0.120
39 N -1.0533 -2.8029 -1.2105  0.151
40 N -2.2240 -3.2243 -3.0283  0.180
41 H -0.5169 -2.1247 -0.6584  0.032
42 H -0.7164 -3.7769 -1.1873  0.133
43 H -2.9421 -2.8583 -3.6637  0.142
44 H -2.1819 -4.2381 -2.8655  0.140
45 C 4.4579 0.8858 -0.4393  -0.633
46 O 5.4785 1.3008 0.4024  -0.152
47 N 4.6502 0.0388 -1.4547  0.155
48 N 3.2617 1.3276 -0.2744  0.159
49 H 5.5851 -0.3865 -1.6993  0.146
50 H 3.9074 -0.3548 -2.0343  0.035
51 H 3.1158 1.9774 0.5449  0.167
52 H 2.5022 1.2746 -0.9730  0.064
53 C -0.0912 3.8715 3.3470  -0.705
54 O -0.7802 4.9704 3.0185  -0.106
55 N 0.1270 2.8893 2.5423  0.179
56 N 0.4133 3.7171 4.5279  0.139
57 H -0.3937 2.8801 1.6881  0.055
58 H 0.4470 1.9678 2.8727  0.043
59 H -0.0773 4.3838 5.2257  0.156
60 H 0.5939 2.7731 4.9146  0.104
61 C -4.0360 1.8265 0.2732  -0.602
62 O -4.2765 3.1763 -0.1001  -0.146
63 N -3.3521 1.0356 -0.4629  0.153
64 N -4.6234 1.3460 1.3280  0.173
65 H -3.0069 1.3676 -1.4154  0.089
66 H -3.1937 0.0484 -0.1431  0.054
67 H -5.2542 1.9553 1.8285  0.124
68 H -4.7888 0.3475 1.4604  0.042
69 C -3.6220 -1.5602 1.5484  -0.532
70 O -2.6896 -1.5551 2.6038  -0.095
71 N -4.8780 -1.3841 1.6501  0.142
72 N -3.1863 -1.5135 0.3077  0.145
73 H -5.3608 -1.5994 2.5892  0.198
74 H -5.5705 -1.6859 0.9862  0.141
75 H -2.1643 -1.7542 0.1329  0.115
76 H -3.7910 -1.4273 -0.5139  0.134
77 C 0.3566 -0.2579 3.5034  -0.623
78 O 1.2791 0.7567 3.7747  -0.132
79 N 0.6190 -1.4889 3.1967  0.152
80 N -0.8785 -0.0791 3.5127  0.182
81 H 1.6629 -1.7105 2.9840  0.104
82 H -0.0341 -2.3098 3.1168  0.099
83 H -1.2148 0.8850 3.5754  0.130
84 H -1.6039 -0.7226 3.1182  0.029
85 C 2.9999 -2.7746 -0.1910  -0.132
86 O 3.9080 -3.4511 0.6769  -0.115
87 H 2.8819 -1.6703 0.0834  0.099
88 H 1.9673 -3.1523 -0.2023  0.050
89 H 3.4845 -2.7991 -1.1780  0.078
90 H 4.1035 -4.3412 0.3826  0.100
91 C 3.6608 -0.6682 2.6219  -0.164
92 O 3.2606 -1.9779 2.8070  -0.149
93 H 3.5451 -0.2130 3.6496  0.109
94 H 3.1015 -0.1696 1.8607  0.042
95 H 4.7002 -0.5393 2.3502  0.082
96 H 3.5124 -2.5359 2.0362  0.038
97 C -2.9855 1.8449 -3.5434  -0.099
98 O -1.8677 1.6757 -2.6808  -0.156
99 H -2.8497 1.6222 -4.5192  0.053
100 H -3.4102 2.7866 -3.4397  0.078
101 H -3.7408 1.2139 -3.1144  0.073
102 H -1.6117 0.7388 -2.7281  0.030
103 C 0.1952 -0.0132 0.1844  -0.116
104 O 0.1927 -1.3624 0.5395  -0.149
105 H -0.1202 0.1572 -0.8172  0.064
106 H 1.0986 0.4699 0.3847  0.055
107 H -0.5256 0.5104 0.8383  0.089
108 H 0.3045 -1.4882 1.4814  0.026

Forces on atoms 1 to 3 (eV/Å):
C -0.1 0.5 -0.1
C -0.7 0.4 1.6
O -0.8 0.0 -0.2

Its energy relative to the best compared isomer or geometry (same formula, charge and spin) is 207.0 kcal/mol. Its HOMO energy is -7.9 eV. The calculation puts the LUMO energy at -0.99 eV. Its spin multiplicity is 1.



[2]
# C5H14

A cluster of 2 separate species, C5H14 in total (wB97M-V/def2-TZVPD, the OMol25 dataset).

Each line ends with the Löwdin charge.
Positions of all 19 atoms, in Å:
1 C 1.2368 -2.8914 0.8868  -0.351
2 C -0.1366 -2.1791 0.7639  -0.372
3 H 1.8596 -2.7087 0.0089  0.025
4 H 1.6929 -2.6852 1.8530  0.025
5 H 1.0338 -3.9655 0.8771  0.024
6 H -0.8105 -2.6854 1.4473  0.016
7 H -0.4535 -2.0593 -0.2632  0.021
8 H -0.0158 -1.1741 1.1969  0.025
9 C -0.4316 2.1302 -0.0831  -0.397
10 C 0.6668 2.4153 -1.0994  -0.213
11 C -1.4192 1.0612 -0.5495  -0.204
12 H -0.0683 1.8677 0.9105  0.063
13 H -0.9880 3.0541 0.1295  0.079
14 H 1.1508 3.3790 -0.8872  0.050
15 H -0.9133 0.1000 -0.4856  0.026
16 H 0.2229 2.5142 -2.0832  0.049
17 H 1.4026 1.6139 -1.1153  0.038
18 H -2.3004 0.9946 0.0777  0.040
19 H -1.7289 1.2185 -1.5853  0.054

Forces on atoms 1 to 3 (eV/Å):
C -1.1 -0.6 -0.5
C 1.5 0.6 1.1
H 0.3 0.3 0.4

Its energy relative to the best compared isomer or geometry (same formula, charge and spin) is 4.9 kcal/mol. The net charge is -1. Its HOMO energy (alpha / beta) is 1.5 / -7.7 eV. The calculation puts the LUMO energy (alpha / beta) at 4.27 / 4.23 eV. Its spin multiplicity is 2.



[3]
# C3H2NOPS

A cluster of 2 separate species, C3H2NOPS in total (wB97M-V/def2-TZVPD, the OMol25 dataset).

Each line ends with the Löwdin charge.
Positions of all 9 atoms, in Å:
1 C 3.7537 0.6367 -0.0194  -0.139
2 C 0.5864 -0.1620 1.2495  -0.105
3 C 1.4521 0.5213 0.5499  -0.298
4 N 4.7711 0.8448 -0.4921  0.004
5 O -0.3562 0.2328 -1.5236  -0.221
6 P -0.0651 1.1029 -0.1652  0.350
7 S -1.2601 2.6037 0.1889  0.300
8 H 0.6915 -0.9279 2.0707  0.094
9 H -1.2776 0.4674 -1.5351  0.014

Forces on atoms 1 to 3 (eV/Å):
C -1.3 -0.5 0.7
C 0.8 0.2 -0.3
C -0.6 0.3 0.4

Its energy relative to the best compared isomer or geometry (same formula, charge and spin) is 68.1 kcal/mol. Its HOMO energy (alpha / beta) is -8.2 / -10.6 eV. The calculation puts the LUMO energy (alpha / beta) at -0.15 / -4.27 eV. Its spin multiplicity is 3.



[4]
# C4H7IN

A cluster of 2 separate species, C4H7IN in total (wB97M-V/def2-TZVPD, the OMol25 dataset).

Each line ends with the Löwdin charge.
Positions of all 13 atoms, in Å:
1 C -0.0781 -1.1919 -0.2943  -0.124
2 C -0.8647 -0.5666 0.8297  -0.027
3 C 0.3962 1.1974 -0.5747  -0.050
4 C -0.1916 0.0070 -1.1198  -0.004
5 N -0.8886 0.6751 -0.0300  -0.009
6 I 3.6665 0.0287 0.1626  0.342
7 H 0.9617 -1.2106 -0.0868  0.023
8 H -0.4364 -2.2441 -0.5717  0.171
9 H -1.9090 -0.9270 0.9209  0.156
10 H -0.4043 -0.4797 1.7521  0.113
11 H 1.2352 1.2187 0.1452  0.006
12 H 0.2332 2.1482 -1.1763  0.169
13 H -1.7199 1.3447 0.0432  0.234

Forces on atoms 1 to 3 (eV/Å):
C 0.3 -4.1 -0.1
C -1.5 0.3 -2.2
C 0.7 2.0 0.0

Its energy relative to the best compared isomer or geometry (same formula, charge and spin) is 123.4 kcal/mol. The net charge is +1. Its HOMO energy (alpha / beta) is -13.8 / -13.5 eV. The calculation puts the LUMO energy (alpha / beta) at -5.93 / -6.80 eV. Its spin multiplicity is 1.



[5]
# C5H8N2

A cluster of 2 separate species, C5H8N2 in total (wB97M-V/def2-TZVPD, the OMol25 dataset).

Each line ends with the Löwdin charge.
Positions of all 15 atoms, in Å:
1 C -0.9169 1.1461 0.5911  0.056
2 C -0.5756 0.9745 1.7220  -0.250
3 C 0.4403 -0.8599 -1.4325  -0.238
4 C -0.4190 -1.3482 -3.6923  -0.065
5 C -0.1021 0.9725 3.0743  -0.124
6 N 0.1743 -0.9653 -2.6264  -0.080
7 N 1.5865 -0.6420 -0.7612  0.022
8 H -1.4860 1.1828 -0.3821  0.060
9 H -0.2369 -2.4489 -3.8009  0.079
10 H -0.8260 -0.4688 -4.3008  0.084
11 H -0.8988 0.7093 3.8013  0.092
12 H 0.3970 1.9829 3.3285  0.116
13 H 0.6718 0.2818 2.9914  0.038
14 H 1.5899 -0.8961 0.2244  0.068
15 H 2.5463 -0.2564 -1.1381  0.142

Forces on atoms 1 to 3 (eV/Å):
C -1.9 -0.2 -2.3
C -0.6 1.1 -0.3
C 0.7 -0.5 0.9

Its energy relative to the best compared isomer or geometry (same formula, charge and spin) is 126.4 kcal/mol. Its HOMO energy (alpha / beta) is -7.4 / -7.4 eV. The calculation puts the LUMO energy (alpha / beta) at 0.73 / 0.73 eV. Its spin multiplicity is 1.



[6]
# C6H15Cl2NO2PV

A structure of composition C6H15Cl2NO2PV (wB97M-V/def2-TZVPD, the OMol25 dataset).

Each line ends with the Löwdin charge.
Positions of all 28 atoms, in Å:
1 C -4.0863 -0.1826 0.2240  -0.035
2 C -2.9220 0.4280 0.9030  -0.852
3 H -4.1911 0.3100 -0.7363  0.103
4 H -5.0168 -0.0877 0.7974  0.121
5 H -3.9068 -1.2565 0.0993  0.105
6 O -2.1927 1.2806 0.3840  -0.066
7 Cl -2.4215 -0.1982 2.4445  0.747
8 V 1.9481 1.3048 0.5032  0.618
9 P 1.0486 -0.5843 -0.3774  0.813
10 C 1.6686 -0.8210 -2.0793  -0.171
11 C 2.0624 -1.7718 0.6008  -0.174
12 H -0.9396 -1.7254 0.4287  0.058
13 H -0.1225 -2.5383 -0.9487  0.105
14 H -1.1429 -1.0906 -1.2372  0.090
15 C -0.4491 -1.5710 -0.5380  -0.172
16 H 1.6577 -1.8204 1.6206  0.088
17 H 1.9493 -2.7456 0.1093  0.105
18 H 1.5822 -1.8875 -2.2947  0.101
19 H 2.7037 -0.4850 -2.1858  0.082
20 H 3.1194 -1.4792 0.6450  0.062
21 H 1.0289 -0.2436 -2.7546  0.089
22 C 1.9728 2.1311 -1.1651  -0.020
23 O 1.9116 2.6472 -2.2235  0.323
24 Cl 3.4567 1.2108 2.0807  0.449
25 N 0.5318 2.6148 1.3068  0.092
26 H -0.0190 3.1423 0.6221  0.120
27 H 0.9541 3.3046 1.9404  0.132
28 H -0.1855 2.1146 1.8308  0.087

Forces on atoms 1 to 3 (eV/Å):
C -0.3 0.0 0.2
C 1.6 1.6 -1.4
H -0.1 0.0 -0.1

The net charge is +3. Its HOMO energy (alpha / beta) is -19.9 / -20.0 eV. The calculation puts the LUMO energy (alpha / beta) at -16.79 / -16.19 eV. Its spin multiplicity is 2.



no.,largest force on an atom (eV Å⁻¹)
1,10.03
2,1.96
3,2.19
4,4.82
5,3.01
6,12.71